1.
Here is 2 unconnected molecules or ions with the total composition C10H16 at a distorted geometry from the Open Molecules 2025 dataset. Energies are from ωB97M-V/def2-TZVPD.

```
26
Properties=species:S:1:pos:R:3:mulliken_charge:R:1
C 2.732 0.857 -0.443 -1.25
C 1.333 0.246 -0.561 -0.18
C 0.219 0.707 0.350 0.69
C -1.103 0.828 -0.034 -0.38
C -2.050 1.450 0.820 -0.49
C -1.675 2.071 1.972 -0.38
C -0.327 1.991 2.388 -0.57
C 0.559 1.353 1.550 -0.36
H 3.324 0.168 -1.053 0.36
H 3.212 0.965 0.524 0.32
H 2.956 1.778 -0.983 0.32
H 1.040 0.493 -1.588 0.29
H 1.299 -0.846 -0.498 0.04
H -1.521 0.340 -0.906 0.29
H -3.062 1.310 0.466 0.34
H -2.378 2.632 2.575 0.35
H 0.042 2.371 3.328 0.38
H 1.532 1.154 1.983 0.21
C 0.305 -3.211 -2.066 -0.61
C -0.786 -4.258 -2.348 -0.96
H 0.918 -2.848 -2.888 0.34
H -0.271 -2.337 -1.729 0.05
H 0.944 -3.446 -1.221 0.31
H -1.541 -3.923 -3.047 0.30
H -0.319 -5.176 -2.722 0.30
H -1.193 -4.562 -1.383 0.28
```

**E_tot**: -390.5998 a.u.
**Orbital gap**: 9.981 eV
**Energy relative to the best compared isomer or geometry (same formula, charge and spin)**: 94.6 kJ/mol
**HOMO energy**: -9.013 eV


2.
Here is 2 unconnected molecules or ions with the total composition C10H16 at a distorted geometry from the Open Molecules 2025 dataset. Energies are from ωB97M-V/def2-TZVPD.

```
26
Properties=species:S:1:pos:R:3:mulliken_charge:R:1
C 2.508 0.991 1.687 -1.43
C 1.701 -0.213 1.306 0.83
C 2.317 -1.251 0.601 -0.40
C 1.591 -2.381 0.260 -0.52
C 0.247 -2.469 0.574 -0.43
C -0.402 -1.422 1.239 -0.61
C 0.323 -0.275 1.516 -0.40
H 2.044 1.489 2.538 0.39
H 2.453 1.794 0.948 0.28
H 3.548 0.761 1.916 0.37
H 3.390 -1.220 0.461 0.37
H 2.031 -3.273 -0.181 0.36
H -0.420 -3.165 0.081 0.32
H -1.484 -1.412 1.263 0.60
H 0.001 0.521 2.174 0.29
C -2.770 0.468 -0.826 -0.62
C -1.832 0.757 -2.041 -0.31
C -0.840 1.892 -1.760 -0.93
H -2.786 1.321 -0.152 0.28
H -2.340 -0.388 -0.317 -0.16
H -3.773 0.170 -1.129 0.35
H -1.351 -0.192 -2.266 0.34
H -2.470 1.019 -2.885 0.29
H 0.122 1.457 -1.457 0.13
H -0.637 2.516 -2.622 0.33
H -1.172 2.506 -0.928 0.28
```

**E_tot**: -390.6065 a.u.
**Orbital gap**: 10.055 eV
**Energy relative to the best compared isomer or geometry (same formula, charge and spin)**: 77.2 kJ/mol
**HOMO energy**: -9.028 eV


3.
Here is 2 unconnected molecules or ions with the total composition C10H16 at a distorted geometry from the Open Molecules 2025 dataset. Energies are from ωB97M-V/def2-TZVPD.

```
26
Properties=species:S:1:pos:R:3:mulliken_charge:R:1
C -1.960 -1.490 1.478 -1.37
C -1.045 -0.349 1.028 -0.05
C -0.563 -0.507 -0.416 0.65
C -0.927 0.520 -1.289 -0.59
C -0.483 0.496 -2.604 -0.34
C 0.608 -0.311 -3.007 -0.60
C 0.950 -1.285 -2.090 -0.28
C 0.211 -1.543 -0.913 -0.60
H -2.686 -1.723 0.701 0.36
H -2.519 -1.109 2.326 0.39
H -1.477 -2.401 1.822 0.35
H -1.341 0.693 1.139 0.43
H -0.147 -0.363 1.677 -0.10
H -1.594 1.334 -1.035 0.32
H -0.859 1.176 -3.362 0.34
H 1.105 -0.150 -3.951 0.39
H 1.732 -2.029 -2.242 0.32
H 0.419 -2.354 -0.227 0.34
C 0.831 2.195 3.070 -0.74
C 2.160 1.618 2.530 -0.78
H 0.841 2.826 3.960 0.35
H 0.391 2.629 2.165 0.20
H 0.119 1.426 3.400 0.22
H 1.982 0.567 2.281 0.21
H 2.858 1.639 3.373 0.29
H 2.522 2.049 1.603 0.28
```

**E_tot**: -390.5909 a.u.
**Orbital gap**: 9.924 eV
**Energy relative to the best compared isomer or geometry (same formula, charge and spin)**: 118.0 kJ/mol
**HOMO energy**: -8.965 eV


4.
Here is 2 unconnected molecules or ions with the total composition C10H16 at a distorted geometry from the Open Molecules 2025 dataset. Energies are from ωB97M-V/def2-TZVPD.

```
26
Properties=species:S:1:pos:R:3:mulliken_charge:R:1
C -2.497 -1.251 -0.711 -1.56
C -1.469 -0.333 -1.272 1.05
C -1.466 0.992 -0.817 -0.52
C -0.365 1.777 -1.158 -0.45
C 0.543 1.339 -2.103 -0.32
C 0.461 0.070 -2.669 -0.59
C -0.490 -0.787 -2.156 -0.43
H -3.484 -1.190 -1.191 0.35
H -2.730 -1.081 0.340 0.34
H -2.280 -2.306 -0.888 0.37
H -2.279 1.236 -0.150 0.38
H -0.089 2.644 -0.572 0.37
H 1.349 2.033 -2.312 0.34
H 1.160 -0.158 -3.459 0.38
H -0.467 -1.852 -2.357 0.29
C 2.343 -1.147 2.177 -1.11
C 1.150 -0.731 3.013 -0.08
C 1.146 0.682 3.587 -1.00
H 3.259 -0.825 2.686 0.32
H 2.381 -0.549 1.267 0.26
H 2.403 -2.215 1.984 0.32
H 0.286 -0.880 2.351 0.07
H 0.787 -1.397 3.801 0.35
H 0.779 1.408 2.851 0.24
H 0.345 0.649 4.340 0.28
H 1.900 1.228 4.154 0.35
```

**E_tot**: -390.5955 a.u.
**Orbital gap**: 9.881 eV
**Energy relative to the best compared isomer or geometry (same formula, charge and spin)**: 106.1 kJ/mol
**HOMO energy**: -8.962 eV


Question: HOMO energy of number 3 (C10H16)?
Answer: -8.965 eV